1.
This record from the Open Molecules 2025 dataset describes one molecule with the formula C4H4Cl4. The level of theory is ωB97M-V/def2-TZVPD.

Results
LUMO level (alpha / beta) in eV: -0.8294 / -0.2208
HOMO energy (alpha / beta) in eV: -8.46 / -8.83

```
! wB97M-V def2-TZVPD RIJCOSX def2/J DEFGRID3
* xyz 0 1
C -0.5396 -0.3160 0.8447
C -0.0781 1.0910 1.0767
C 0.9914 -0.0178 -1.0236
C -0.3326 -0.5475 -0.6446
Cl 1.0030 1.4146 2.3242
Cl 1.2882 0.3712 -2.6430
Cl -1.6290 0.2636 -1.5478
Cl -0.4843 -2.3565 -1.0585
H 0.0713 -1.0113 1.4207
H -1.5903 -0.4681 1.1106
H -0.5479 1.9353 0.6030
H 1.8477 -0.3586 -0.4622
*
```

2.
This record from the Open Molecules 2025 dataset describes one molecule with the formula C4H4ClF at a distorted geometry. The level of theory is ωB97M-V/def2-TZVPD.

Results
LUMO level in eV: 1.0054
Structure (SMILES): FC1=CC[C@@H]1Cl
HOMO energy in eV: -9.60

```
! wB97M-V def2-TZVPD RIJCOSX def2/J DEFGRID3
* xyz 0 1
F -0.4402 -2.3479 0.6835
C -0.1393 -1.1776 0.1727
C -0.5661 -0.5217 -0.9006
C -0.0915 0.8413 -0.5182
C 0.5674 0.2465 0.8374
Cl 2.2153 0.4838 1.2721
H -1.1201 -0.7751 -1.6902
H 0.4647 1.3225 -1.2711
H -0.8434 1.5914 -0.3690
H -0.0469 0.3368 1.7835
*
```

Summary of E in eV
-54299.8106 -19450.0339
(order as listed above)
Summary of relative energy (zero: lowest compared OMol25 entry of this formula, charge and spin) in kcal/mol
51.4 32.8
(order as listed above)